ORCA calculation (the ωB97M-V functional and the def2-TZVPD basis) on a 2-piece molecular cluster, C6H13N2O overall at a distorted geometry.

CARTESIAN COORDINATES (ANGSTROEM)
C: -3.59549 -0.51110 0.43114
C: -3.57016 0.69378 -0.38628
C: 1.45271 0.44787 -0.08755
C: 1.50500 0.14919 -1.59545
C: 1.56325 1.86493 0.25871
C: 1.43790 -1.86954 0.82236
N: -2.38725 0.31162 -0.06456
N: 1.30555 -0.42988 0.82472
O: -1.15368 0.29563 -0.03462
H: -3.76237 -0.63229 1.57008
H: -3.69893 -1.47939 0.01300
H: -4.21127 1.41478 -0.81205
H: 1.64370 0.99528 -2.23214
H: 0.69105 -0.57677 -1.95920
H: 2.46613 -0.46046 -1.67282
H: 1.09248 2.15096 1.16033
H: 0.96081 2.39144 -0.49989
H: 2.59820 1.99868 0.13310
H: 0.63882 -2.49832 0.43959
H: 2.24161 -2.06179 0.17069
H: 1.75795 -2.26912 1.79447
H: 1.02399 0.07451 1.72636

Results
**LUMO level**: -3.29 eV
**Electronic energy**: -11448.939 eV
**Energy relative to the best compared isomer or geometry (same formula, charge and spin)**: 5.775 eV
**HOMO-LUMO gap**: 9.41 eV
**HOMO energy**: -12.70 eV
**Total charge**: +1

ORCA calculation (the ωB97M-V functional and the def2-TZVPD basis) on C18H33CoN5O2Te as an isolated structure.

CARTESIAN COORDINATES (ANGSTROEM)
Co: 0.34323 0.64319 -0.55998
C: -0.08759 3.35339 -1.44454
C: -0.75037 2.43901 -2.46401
N: -0.08213 1.10542 -2.49266
C: 1.16937 1.10299 -3.29627
C: 2.36860 1.25128 -2.40457
C: 3.64196 1.59030 -2.82092
C: 4.66053 1.60675 -1.87579
C: 4.39661 1.27403 -0.55328
C: 3.10081 0.94492 -0.20636
C: 2.63769 0.47756 1.14842
N: 1.17014 0.65350 1.27592
C: 0.77915 1.93112 1.92631
C: 0.75089 3.07085 0.92261
N: -0.16833 2.67601 -0.14758
N: 2.12572 0.96156 -1.12441
H: 0.96544 3.51055 -1.68833
H: -0.56982 4.33345 -1.45169
H: -1.78844 2.26817 -2.17506
H: -0.74925 2.89187 -3.45735
H: -0.72973 0.44537 -2.90856
H: 1.24512 0.14369 -3.81239
H: 1.14849 1.87960 -4.06356
H: 3.83768 1.83462 -3.85629
H: 5.66591 1.87404 -2.17366
H: 5.18298 1.26957 0.18901
H: 2.85673 -0.58924 1.22264
H: 3.17549 0.98378 1.95231
H: 0.76448 -0.10067 1.82452
H: -0.22207 1.77878 2.33558
H: 1.44798 2.16192 2.75795
H: 0.46287 4.00053 1.41948
H: 1.73821 3.23039 0.48382
H: -1.12325 2.70796 0.19656
O: -1.44611 -0.07694 -0.24462
C: -1.84211 -0.62958 0.82556
O: -1.32617 -0.56409 1.94997
C: -3.07599 -1.52217 0.65738
N: -3.19785 -2.31896 1.93577
C: -4.57684 -2.10354 2.50472
C: -4.93212 -0.72005 1.98906
C: -4.39718 -0.74417 0.55509
H: -2.90587 -2.19751 -0.17684
H: -2.47040 -1.89467 2.54139
H: -2.96109 -3.29943 1.79915
H: -4.53937 -2.20362 3.58582
H: -5.22957 -2.86997 2.09135
H: -4.42823 0.04386 2.58391
H: -6.00243 -0.53557 2.03882
H: -4.23748 0.24668 0.13678
H: -5.08846 -1.27430 -0.09950
C: 1.62702 -4.00613 1.84799
Te: 0.60445 -2.97180 0.29239
C: 1.33464 -4.23135 -1.25898
H: 2.69638 -3.97781 1.65918
H: 1.27499 -5.03314 1.88274
H: 1.40622 -3.51162 2.79161
H: 1.00113 -5.24932 -1.07933
H: 2.41954 -4.18378 -1.28393
H: 0.92779 -3.87725 -2.20335

Results
**LUMO level (alpha / beta)**: -4.99 / -5.12 eV
**Electronic energy**: -75656.581 eV
**Energy relative to the best compared isomer or geometry (same formula, charge and spin)**: 0.000 eV
**<S²>**: 0.755
**HOMO-LUMO gap (alpha / beta)**: 8.07 / 8.01 eV
**HOMO energy (alpha / beta)**: -13.06 / -13.13 eV
**Multiplicity**: 2
**Total charge**: +2

ORCA calculation (the ωB97M-V functional and the def2-TZVPD basis) on one molecule with the formula CH7FOSi2 at a distorted geometry.

CARTESIAN COORDINATES (ANGSTROEM)
F: 0.56704 -1.86620 0.81704
C: 0.52852 -0.52640 0.98129
Si: 1.62474 0.25694 -0.35625
O: -0.89895 -0.07002 0.98678
Si: -1.81352 0.21378 -0.34022
H: 0.98391 -0.10448 1.94238
H: 1.27097 1.74416 -0.25130
H: 3.01245 -0.12867 -0.18400
H: 1.44247 -0.05606 -1.77516
H: -3.00434 0.34293 0.52243
H: -1.36337 1.19953 -1.28686
H: -2.34993 -1.00552 -1.05613

Results
**LUMO level**: 0.78 eV
**Electronic energy**: -21669.225 eV
**Energy relative to the best compared isomer or geometry (same formula, charge and spin)**: 1.744 eV
**HOMO-LUMO gap**: 11.36 eV
**HOMO energy**: -10.58 eV
**Total charge**: 0

ORCA calculation (the ωB97M-V functional and the def2-TZVPD basis) on C15H21Br39O2 as an isolated structure at a distorted geometry.

CARTESIAN COORDINATES (ANGSTROEM)
C: -1.68300 0.98443 -2.38476
O: -2.87166 1.17340 -3.14454
H: -0.96968 1.80816 -2.41217
H: -1.92083 0.82400 -1.33320
H: -1.10654 0.11352 -2.69669
H: -2.64530 1.19688 -4.07718
C: -3.93462 3.87423 -3.37027
O: -4.45200 5.17992 -3.69731
H: -3.55616 3.36836 -4.25851
H: -3.05435 3.93239 -2.73008
H: -4.68546 3.18249 -2.98838
H: -5.03567 5.43947 -2.98067
C: -3.05098 -4.55973 -1.79526
Br: -3.94980 -4.96235 -3.49457
Br: -4.38323 -4.95093 -0.37657
Br: -2.69413 -2.68987 -1.55627
H: -2.19097 -5.22809 -1.75313
C: 1.58175 -2.48345 3.95934
Br: 2.34662 -0.93893 4.85729
Br: 0.17095 -3.30440 5.09784
Br: 3.01973 -3.87417 3.54720
H: 1.16958 -2.13266 3.01321
C: -5.43354 -0.52311 2.07411
Br: -3.69727 -1.21660 1.53499
Br: -5.47522 0.53539 3.82096
Br: -6.78658 -1.94735 1.96914
H: -5.75330 0.14809 1.27702
C: -1.73180 -0.11969 6.27991
Br: -3.03232 1.31448 6.72774
Br: -2.16421 -0.90351 4.56794
Br: -1.40838 -1.43482 7.71680
H: -0.76490 0.35635 6.11687
C: -2.78903 4.09836 1.55941
Br: -1.03995 3.78394 2.46350
Br: -3.60013 2.40703 1.05124
Br: -2.52694 5.17487 0.00079
H: -3.44427 4.50605 2.32918
C: 0.53586 0.56150 0.23385
Br: -0.39599 -1.19606 0.56699
Br: 1.76168 0.38726 -1.29215
Br: 1.53410 1.17978 1.86684
H: -0.23436 1.30462 0.02739
C: 1.21332 -4.70480 -3.67574
Br: 0.92997 -3.57388 -2.07974
Br: -0.52332 -5.36424 -4.27762
Br: 2.55362 -6.15565 -3.43146
H: 1.62756 -4.03847 -4.43239
C: 3.62545 3.18654 6.44467
Br: 3.57441 3.31390 4.40719
Br: 5.00295 1.93390 6.99372
Br: 1.81047 2.66207 7.00792
H: 3.87374 4.16592 6.85366
C: 3.21176 2.34277 -5.41662
Br: 2.84377 4.04607 -4.58484
Br: 1.52539 1.29886 -5.63414
Br: 4.43398 1.34091 -4.27956
H: 3.68515 2.48852 -6.38758
C: 5.08322 -0.11798 0.80109
Br: 6.09723 -0.13771 -0.92637
Br: 5.29346 1.62480 1.79434
Br: 5.58761 -1.55489 2.04011
H: 4.03160 -0.16295 0.51793
C: 2.82642 4.89462 -0.51822
Br: 2.81721 4.87789 1.42483
Br: 1.13275 4.20981 -1.21322
Br: 4.48941 3.93058 -1.11274
H: 2.90730 5.89248 -0.94930
C: -1.68097 -5.85570 2.41027
Br: -3.08529 -4.57945 2.95599
Br: -0.49809 -5.16090 0.94736
Br: -2.58067 -7.54944 1.81708
H: -1.08069 -6.03192 3.30285
C: 4.09362 -2.18233 -5.48036
Br: 2.37916 -1.79657 -6.41517
Br: 4.50528 -4.10854 -5.83727
Br: 3.72497 -1.95130 -3.55175
H: 4.91043 -1.55248 -5.83277

Results
**LUMO level**: -0.86 eV
**Electronic energy**: -2751641.195 eV
**HOMO-LUMO gap**: 8.91 eV
**HOMO energy**: -9.76 eV
**Total charge**: 0